# C40H65F6N4O2P3SSr

A molecular structure, C40H65F6N4O2P3SSr in a non-equilibrium geometry (ωB97M-V with the def2-TZVPD basis set, the OMol25 dataset).

Last column: Löwdin charge in e.
Geometry (Å):
Sr  -0.441  -0.553  0.968  1.014
C  0.121  1.487  3.659  -0.205
C  0.221  2.473  2.468  -0.195
N  -0.541  2.139  1.251  -0.119
C  -1.959  2.549  1.058  -0.141
C  -2.970  1.672  1.749  -0.239
C  -4.222  2.199  2.120  0.002
C  -5.186  1.339  2.679  -0.028
C  -4.848  -0.025  2.783  -0.036
C  -3.557  -0.486  2.477  -0.270
C  -3.163  -1.954  2.761  -0.148
N  -1.742  -2.231  3.104  -0.075
C  -1.228  -1.580  4.330  -0.198
C  0.243  -1.005  4.341  -0.183
N  0.605  0.108  3.397  -0.132
N  -2.675  0.364  1.907  0.053
H  -0.927  1.444  4.017  0.114
H  0.701  1.965  4.453  0.113
H  1.283  2.581  2.200  0.092
H  -0.132  3.431  2.892  0.123
H  0.025  2.453  0.447  0.060
H  -2.206  2.418  -0.019  0.096
H  -2.119  3.596  1.345  0.127
H  -4.366  3.268  1.983  0.116
H  -6.156  1.677  3.036  0.109
H  -5.595  -0.751  3.105  0.112
H  -3.395  -2.498  1.836  0.099
H  -3.856  -2.358  3.526  0.125
H  -1.599  -3.233  3.186  0.107
H  -1.180  -2.297  5.173  0.118
H  -1.913  -0.761  4.660  0.120
H  0.925  -1.849  4.154  0.102
H  0.363  -0.687  5.391  0.114
H  1.627  0.118  3.310  0.105
C  0.715  -3.949  -1.758  -0.259
P  -0.164  -3.558  -0.176  0.763
C  0.603  -4.691  1.058  -0.273
C  -1.795  -4.332  -0.397  -0.403
C  -1.939  -5.716  -0.274  -0.097
C  -3.224  -6.331  -0.320  -0.075
C  -4.361  -5.557  -0.572  -0.084
C  -4.223  -4.179  -0.840  -0.094
C  -2.970  -3.562  -0.738  -0.428
P  -2.785  -1.819  -1.052  0.860
C  -4.464  -1.084  -0.911  -0.266
C  -2.440  -1.829  -2.859  -0.230
H  0.446  -4.931  -2.159  0.043
H  1.794  -3.927  -1.584  0.030
H  0.462  -3.196  -2.509  0.021
H  0.965  -5.625  0.627  0.042
H  -0.115  -4.913  1.867  0.040
H  1.442  -4.155  1.512  0.009
H  -1.036  -6.312  -0.160  0.092
H  -3.302  -7.404  -0.156  0.097
H  -5.345  -6.035  -0.574  0.101
H  -5.087  -3.553  -1.086  0.091
H  -5.160  -1.415  -1.690  0.043
H  -4.294  0.000  -0.970  0.025
H  -4.883  -1.294  0.078  0.028
H  -3.097  -2.491  -3.413  0.046
H  -1.399  -2.142  -3.027  0.032
H  -2.566  -0.796  -3.210  0.020
O  -0.597  0.500  -1.509  -0.299
H  -0.458  0.278  -2.448  -0.003
H  -1.530  1.154  -1.581  -0.014
C  -4.139  2.168  -3.505  0.022
C  -2.818  2.585  -2.894  -0.421
O  -2.619  1.813  -1.728  -0.184
C  -1.637  2.387  -3.828  -0.488
F  -1.897  2.814  -5.077  0.150
F  -0.535  3.092  -3.421  0.126
F  -1.179  1.108  -4.010  0.111
C  -2.890  4.006  -2.353  -0.531
F  -1.885  4.373  -1.533  0.141
F  -2.907  4.932  -3.369  0.121
F  -4.015  4.236  -1.655  0.147
H  -4.020  1.152  -3.894  0.096
H  -4.423  2.799  -4.345  0.095
H  -4.894  2.211  -2.736  0.092
S  2.015  -1.555  0.261  0.503
C  3.423  -2.155  0.945  -0.739
C  3.600  -2.394  2.333  -0.138
C  4.819  -2.875  2.808  -0.107
C  5.893  -3.054  1.919  -0.116
C  5.748  -2.799  0.532  -0.096
C  4.523  -2.341  0.056  -0.138
H  2.768  -2.175  2.995  0.065
H  4.991  -3.095  3.866  0.097
H  6.831  -3.419  2.315  0.083
H  6.584  -2.951  -0.143  0.094
H  4.393  -2.114  -1.008  0.093
C  4.393  1.305  1.187  -0.133
C  4.325  1.642  -0.309  -0.543
C  5.315  2.711  -0.734  -0.119
P  2.557  2.065  -0.755  1.085
C  2.300  3.941  -0.652  -0.541
C  2.479  4.751  -1.928  -0.121
C  2.886  4.563  0.634  -0.106
C  2.449  1.587  -2.590  -0.525
C  2.347  0.071  -2.860  -0.141
C  3.574  2.134  -3.477  -0.128
H  5.340  0.817  1.412  0.077
H  3.586  0.617  1.472  0.029
H  4.349  2.245  1.754  0.063
H  4.502  0.716  -0.878  0.096
H  5.501  3.403  0.093  0.067
H  5.005  3.270  -1.605  0.040
H  6.279  2.260  -0.954  0.077
H  1.213  3.891  -0.504  0.065
H  3.524  4.816  -2.265  0.064
H  2.122  5.766  -1.736  0.076
H  1.851  4.339  -2.732  0.070
H  3.922  4.868  0.522  0.066
H  2.762  3.888  1.471  0.035
H  2.301  5.463  0.846  0.077
H  1.500  2.068  -2.848  0.064
H  3.329  -0.336  -3.129  0.071
H  1.713  -0.105  -3.738  0.075
H  1.961  -0.477  -1.993  -0.025
H  4.513  1.611  -3.307  0.071
H  3.762  3.204  -3.318  0.036
H  3.278  2.009  -4.528  0.085

As for the net charge: 0. The calculation puts the frontier orbital gap at 6.3 eV. The calculation puts the LUMO energy at 0.11 eV. As for the total energy: -108436.3072 eV. The relative energy (zero: lowest compared OMol25 entry of this formula, charge and spin) is 0.0 kJ/mol.